Record 1
# C6H13N4

A 2-piece molecular cluster, C6H13N4 overall (ωB97M-V/def2-TZVPD, the Open Molecules 2025 dataset).

Structure (ORCA input):
```
! RIJCOSX wB97M-V def2-TZVPD def2/J DEFGRID3
* xyz 1 1
C 0.39 1.91 1.39
C -0.94 1.77 0.84
C 1.28 1.02 0.80
C -1.32 0.91 -0.05
C 0.96 -0.07 -0.08
C -0.44 -0.19 -0.70
N 0.20 -1.46 1.50
N 1.89 -0.80 -0.75
N -0.26 0.42 -2.04
N -1.10 -1.46 -0.88
H 0.62 2.56 2.29
H -1.71 2.53 1.24
H 2.26 0.96 1.18
H -2.34 0.91 -0.43
H 0.60 -1.73 2.37
H 0.04 -2.39 1.04
H 1.62 -1.64 -1.24
H 2.85 -0.67 -0.62
H 0.47 1.16 -2.21
H -1.20 0.64 -2.37
H -0.81 -1.17 1.48
H -0.96 -1.89 -1.83
H -2.12 -1.33 -0.91
*
```

Values from the calculation:
Energy above the lowest of the compared OMol25 structures with the same formula, charge and spin, kJ/mol: 178.3

Record 2
# C2H2Si

A single C2H2Si molecule (ωB97M-V/def2-TZVPD, the Open Molecules 2025 dataset).

Structure (ORCA input):
```
! RIJCOSX wB97M-V def2-TZVPD def2/J DEFGRID3
* xyz 0 1
C 1.56 -1.47 0.78
C 0.50 -0.75 0.61
Si -0.45 0.43 -0.22
H -0.17 0.37 -1.64
H -1.44 1.42 0.48
*
```

Values from the calculation:
Energy above the lowest of the compared OMol25 structures with the same formula, charge and spin, kJ/mol: 0.0

Record 3
# C5H7NO2

A 2-piece molecular cluster, C5H7NO2 overall (ωB97M-V/def2-TZVPD, the Open Molecules 2025 dataset).

Structure (ORCA input):
```
! RIJCOSX wB97M-V def2-TZVPD def2/J DEFGRID3
* xyz 0 1
C 0.45 2.01 0.68
C 0.44 0.77 1.19
C 1.10 -0.43 0.47
O 1.64 -0.23 -0.64
H 0.85 2.16 -0.32
H 0.08 2.87 1.23
H 0.18 0.64 2.23
H 1.65 -1.01 1.23
N -1.21 0.55 -1.66
C -1.29 -0.27 -0.77
C -1.00 -1.50 -0.18
O -0.80 -2.63 -0.95
H -0.43 1.21 -1.66
H -1.61 -1.72 0.69
H -0.04 -2.42 -1.53
*
```

Values from the calculation:
SMILES: C=CC=O.N=C=CO
Energy above the lowest of the compared OMol25 structures with the same formula, charge and spin, kJ/mol: 452.6

Record 4
# C26H48O8

A 6-piece molecular cluster, C26H48O8 overall (ωB97M-V/def2-TZVPD, the Open Molecules 2025 dataset).

Structure (ORCA input):
```
! RIJCOSX wB97M-V def2-TZVPD def2/J DEFGRID3
* xyz 0 1
C -0.16 1.43 3.41
C 0.15 2.57 3.19
C 0.39 3.97 2.85
C -0.66 4.85 3.58
C -2.04 4.57 3.02
O -2.97 4.31 4.09
C -4.07 3.66 3.65
O -4.34 2.54 3.95
O -4.92 4.44 2.91
H -0.67 0.55 3.73
H 1.39 4.25 3.15
H 0.25 4.11 1.78
H -0.62 4.61 4.64
H -0.38 5.88 3.41
H -2.41 5.41 2.43
H -2.01 3.70 2.36
H -4.52 4.66 2.06
C -3.04 -0.17 -0.86
C -1.86 -1.04 -1.29
C -0.68 -0.19 -0.86
O -1.10 0.54 0.30
C -2.52 0.43 0.44
H -3.97 -0.72 -0.73
H -3.21 0.63 -1.59
H -1.87 -1.98 -0.75
H -1.85 -1.27 -2.36
H -0.40 0.53 -1.63
H 0.20 -0.79 -0.60
H -2.73 -0.23 1.29
H -2.94 1.41 0.66
C -4.59 -4.80 -2.94
C -3.39 -5.65 -3.36
C -2.23 -4.78 -2.91
O -2.67 -4.07 -1.75
C -4.09 -4.20 -1.62
H -5.51 -5.36 -2.82
H -4.76 -4.00 -3.67
H -3.39 -6.59 -2.82
H -3.36 -5.87 -4.43
H -1.95 -4.05 -3.68
H -1.34 -5.36 -2.64
H -4.30 -4.87 -0.78
H -4.53 -3.22 -1.41
C 1.16 -4.63 -0.45
C 1.98 -3.82 0.54
C 3.21 -3.47 -0.29
O 2.77 -3.39 -1.65
C 1.45 -3.91 -1.76
H 0.10 -4.67 -0.22
H 1.53 -5.66 -0.50
H 1.45 -2.90 0.80
H 2.23 -4.35 1.45
H 3.97 -4.26 -0.23
H 3.67 -2.53 0.00
H 0.75 -3.08 -1.91
H 1.39 -4.57 -2.63
C 5.68 0.95 2.03
C 6.66 0.15 2.89
C 6.14 -1.27 2.70
O 5.57 -1.32 1.40
C 5.44 0.00 0.87
H 6.06 1.92 1.71
H 4.75 1.11 2.59
H 7.67 0.24 2.48
H 6.69 0.46 3.93
H 5.36 -1.50 3.44
H 6.93 -2.02 2.78
H 6.19 0.14 0.08
H 4.45 0.11 0.43
C 0.42 3.23 -2.32
C 0.22 4.33 -3.36
C -1.22 4.75 -3.09
O -1.45 4.54 -1.69
C -0.38 3.77 -1.14
H 1.46 3.04 -2.07
H -0.02 2.30 -2.68
H 0.90 5.16 -3.16
H 0.38 4.00 -4.38
H -1.93 4.13 -3.65
H -1.41 5.80 -3.32
H 0.24 4.43 -0.52
H -0.78 2.97 -0.51
*
```

Values from the calculation:
SMILES: C#CCCCOC(=O)O.C1CCOC1.C1CCOC1.C1CCOC1.C1CCOC1.C1CCOC1
Energy above the lowest of the compared OMol25 structures with the same formula, charge and spin, kJ/mol: 0.0

Record 5
# C2H2N2OS

A 2-piece molecular cluster, C2H2N2OS overall (ωB97M-V/def2-TZVPD, the Open Molecules 2025 dataset).

Structure (ORCA input):
```
! RIJCOSX wB97M-V def2-TZVPD def2/J DEFGRID3
* xyz 0 1
O -1.81 -1.65 0.19
N -1.92 -0.52 -0.08
N -1.71 0.57 -0.27
S -1.91 2.07 -0.55
C 1.86 0.46 0.40
C 1.67 -0.64 -0.04
H 2.46 1.28 0.62
H 1.37 -1.58 -0.27
*
```

Values from the calculation:
SMILES: O=NN=S.C#C
Energy above the lowest of the compared OMol25 structures with the same formula, charge and spin, kJ/mol: 615.7

Record 6
# C20H26N2OS3SbSe4W

C20H26N2OS3SbSe4W as an isolated structure (ωB97M-V/def2-TZVPD, the Open Molecules 2025 dataset).

Structure (ORCA input):
```
! RIJCOSX wB97M-V def2-TZVPD def2/J DEFGRID3
* xyz 1 1
W -0.66 -2.25 -1.53
C -0.63 3.08 -2.58
N -0.37 2.49 -1.24
C 0.98 2.58 -0.73
C 2.02 1.68 -1.57
N 2.59 0.55 -0.85
C 3.21 0.82 0.47
C 3.21 -0.42 -1.68
C 4.58 -0.79 -1.55
C 5.16 -1.70 -2.40
C 4.43 -2.31 -3.43
C 3.08 -2.03 -3.52
C 2.44 -1.19 -2.63
S 0.69 -1.08 -3.00
C -1.46 2.24 -0.37
C -1.80 3.27 0.50
C -3.12 3.51 0.81
C -4.03 2.47 0.58
C -3.59 1.26 0.07
C -2.32 1.09 -0.44
S -2.19 -0.53 -1.36
H -1.14 4.05 -2.51
H -1.16 2.44 -3.25
H 0.35 3.28 -2.98
H 0.98 2.33 0.32
H 1.35 3.63 -0.77
H 2.80 2.41 -1.91
H 1.52 1.30 -2.46
H 3.24 -0.12 1.03
H 2.54 1.45 1.05
H 4.19 1.32 0.46
H 5.21 -0.29 -0.78
H 6.25 -1.90 -2.33
H 4.91 -2.97 -4.14
H 2.44 -2.63 -4.19
H -1.03 3.98 0.75
H -3.42 4.51 1.14
H -5.08 2.69 0.80
H -4.34 0.47 -0.03
Se 0.83 -4.81 -3.66
Sb 0.03 -5.17 -1.31
Se -2.27 -4.07 -2.01
Se 0.81 -2.73 0.17
Se -0.53 -6.95 0.26
O -0.86 1.71 3.07
S -1.19 0.25 2.99
C -3.00 -0.30 3.34
C -3.04 -1.85 3.12
C -2.05 -2.32 4.18
C -1.21 -1.01 4.56
H -3.64 0.28 2.67
H -3.24 0.03 4.38
H -2.72 -2.13 2.08
H -4.10 -2.13 3.24
H -1.32 -3.10 3.86
H -2.50 -2.77 5.10
H -0.15 -1.15 4.80
H -1.67 -0.46 5.42
*
```

Values from the calculation:
Energy above the lowest of the compared OMol25 structures with the same formula, charge and spin, kJ/mol: 135.7

Result set for E_tot: -455.1426, -366.6994, -399.7932, -1621.2333, -660.1132, -12069.6795 hartree, one per record in the order listed.